(1)
{"formula": "C5H16O2S", "method": "wB97M-V/def2-TZVPD", "symbols": ["C", "C", "C", "C", "S", "C", "H", "H", "H", "H", "H", "H", "H", "H", "H", "H", "H", "H", "O", "H", "H", "O", "H", "H"], "coordinates": [[-2.1164, 1.7183, 0.6276], [-0.7360, 1.9762, 0.2599], [0.1419, 0.9132, 0.7690], [1.6303, 0.9709, 0.3772], [2.2052, 0.8895, -1.4800], [0.9913, -0.3647, -2.3372], [-2.3618, 0.6074, 0.6131], [-2.5742, 2.3071, 1.3718], [-2.6159, 2.0078, -0.3471], [-0.3952, 2.8829, 0.9204], [-0.5744, 2.0559, -0.7888], [-0.0845, -0.0108, 0.1207], [-0.0201, 0.8609, 1.8828], [2.0615, 1.9708, 0.6138], [2.2235, 0.2841, 0.8725], [1.7340, -0.8514, -2.9550], [0.4374, 0.1589, -3.0075], [0.3759, -1.0564, -1.5995], [-0.9638, -2.9838, -0.6884], [-1.7936, -3.4916, -0.5699], [-0.6303, -2.6318, 0.0939], [0.9125, -2.5456, 1.5007], [1.2594, -3.3668, 1.3682], [0.8932, -2.3011, 2.3817]], "forces_ev_per_a": [[-2.9588, -1.7939, -3.8508], [2.6728, 2.3240, 2.8350], [1.5527, -2.7396, -1.4456], [0.0399, 3.1621, -1.3728], [-2.2809, -0.9710, 1.1347], [2.1091, -1.2338, 3.4765], [0.2624, 1.2537, 0.7791], [-0.3029, 0.2472, 1.2021], [-0.4577, -0.0477, 1.2148], [-0.4195, -0.7646, -1.9949], [0.1505, 0.7305, -0.7636], [-0.6710, 0.5375, 1.9060], [0.4315, -0.7393, -1.0842], [-0.2275, -0.4720, 0.0113], [0.8624, -1.6593, 0.9759], [-0.1252, -0.9700, 0.1780], [-2.1906, 1.6596, -1.4458], [1.5410, 1.4307, -1.7786], [-1.5139, -1.4010, -2.8619], [0.9890, 0.7371, 0.3659], [0.5825, 0.6742, 2.5564], [-1.6893, 3.0885, -2.5565], [1.5273, -3.4268, -0.1580], [0.1162, 0.3739, 2.6768]], "e_above_lowest_kcal_mol": 59.8, "orbital_gap_ha": 0.32008, "smiles": "CCCCSC.O.O"}

***

(2)
{"formula": "C5H16O2S", "method": "wB97M-V/def2-TZVPD", "symbols": ["C", "C", "C", "C", "S", "C", "H", "H", "H", "H", "H", "H", "H", "H", "H", "H", "H", "H", "O", "H", "H", "O", "H", "H"], "coordinates": [[0.7651, 1.1648, -2.7483], [1.7625, 0.7141, -1.6632], [1.1708, 0.4618, -0.2597], [-0.0694, -0.3980, -0.2023], [-0.0708, -1.8302, -1.3250], [0.7131, -3.0394, -0.2299], [-0.2366, 0.8518, -2.4656], [0.9647, 0.6249, -3.6759], [0.7956, 2.2307, -2.9642], [2.3564, -0.1151, -2.0321], [2.5053, 1.4916, -1.5144], [1.9623, 0.0832, 0.3756], [0.9395, 1.4618, 0.1116], [-1.0382, 0.0952, -0.3260], [-0.2630, -0.8341, 0.7942], [1.7431, -2.7242, -0.0837], [0.1885, -2.9731, 0.7103], [0.6180, -4.0371, -0.6557], [-3.2310, 3.1033, 2.7170], [-3.5302, 2.1993, 2.5344], [-2.2737, 3.0327, 2.6011], [-1.6668, -0.2429, 3.4613], [-2.5556, -0.2424, 3.8513], [-1.5497, -1.0786, 2.9892]], "forces_ev_per_a": [[0.1689, -0.7261, 0.1007], [0.1615, 0.3604, -0.0201], [0.0768, 0.8219, -0.7370], [-0.8925, -1.0396, 0.6636], [-0.2955, -0.0855, -0.1869], [0.0061, 0.6604, -0.2276], [-0.2513, 0.2955, -0.0396], [0.0679, 0.1664, -0.0383], [-0.1124, 0.0263, 0.1778], [-0.2181, -0.4559, 0.1082], [0.1707, 0.2799, -0.0236], [0.0964, -0.2702, 0.1928], [-0.2051, -0.0307, 0.3468], [0.4078, 0.4450, -0.6290], [0.5916, 0.1854, -0.1296], [0.1667, -0.4307, 0.0425], [-0.0977, -0.3184, 0.3898], [0.1629, 0.1254, 0.0166], [0.1769, -0.5153, -0.1461], [0.0101, 0.3620, 0.0624], [-0.1587, 0.1163, 0.0832], [-0.1964, 0.0760, -0.0190], [0.4425, -0.2478, -0.2311], [-0.2791, 0.1992, 0.2434]], "e_above_lowest_kcal_mol": 18.7, "orbital_gap_ha": 0.32709, "smiles": "CCCCSC.O.O"}

***

(3)
{"formula": "C5H17AsN3OPdS", "method": "wB97M-V/def2-TZVPD", "symbols": ["Pd", "N", "C", "C", "N", "H", "H", "H", "H", "H", "H", "H", "H", "O", "S", "N", "C", "As", "C", "C", "H", "H", "H", "H", "H", "H", "H", "H", "H"], "coordinates": [[-1.4569, -0.3071, 0.8060], [-0.4267, -2.3968, -1.9313], [0.9381, -2.1536, -2.3878], [1.6186, -1.1112, -1.5146], [1.7076, -1.5393, -0.1169], [-0.9299, -2.9599, -2.6055], [-0.9230, -1.5106, -1.8428], [0.9904, -1.7960, -3.4288], [1.5050, -3.0883, -2.3263], [1.0754, -0.1649, -1.6271], [2.6318, -0.9566, -1.8970], [0.8352, -1.3037, 0.3567], [2.4169, -0.9913, 0.3554], [-1.9650, 2.4042, -2.6918], [-1.9230, 1.8635, -1.3217], [-1.5318, 0.4507, -1.1127], [0.5662, 0.3959, 4.8273], [0.0644, 0.5570, 2.9025], [-1.1737, 2.0534, 3.1953], [-1.2192, -0.9604, 3.0579], [-0.3164, 0.3861, 5.4720], [1.2123, 1.2258, 5.1189], [1.1194, -0.5344, 4.9658], [-2.0047, 1.7452, 3.8316], [-1.5660, 2.3693, 2.2302], [-0.6456, 2.8808, 3.6724], [-1.8980, -0.7230, 3.8779], [-0.6405, -1.8435, 3.3275], [-1.8949, -1.2950, 2.2101]], "forces_ev_per_a": [[0.0667, 0.1265, 0.1801], [0.0209, 0.0180, -0.0738], [-0.0346, 0.0152, 0.0282], [-0.0185, -0.0130, -0.0064], [0.1207, 0.0327, 0.0604], [-0.0003, -0.0132, 0.0237], [0.0000, -0.0052, 0.0289], [0.0190, -0.0060, -0.0044], [-0.0003, -0.0053, 0.0007], [0.0030, 0.0087, -0.0010], [0.0041, -0.0126, -0.0006], [-0.0583, -0.1629, -0.0794], [-0.0300, 0.0681, -0.0049], [-0.0005, -0.0053, -0.0178], [0.0386, -0.0818, 0.0062], [-0.0618, 0.1133, -0.0180], [0.0099, -0.0428, 0.0434], [-0.0146, -0.0171, -0.0793], [-0.0503, -0.0053, -0.0323], [0.1028, 0.0871, 0.1079], [-0.0085, -0.0042, -0.0166], [-0.0040, 0.0141, -0.0321], [0.0003, 0.0085, 0.0248], [0.0104, -0.0085, 0.0198], [-0.0029, 0.0369, 0.0124], [0.0275, -0.0061, -0.0152], [-0.0381, 0.0131, -0.0368], [0.0145, -0.0098, -0.0594], [-0.1156, -0.1431, -0.0585]], "total_charge": -1, "e_above_lowest_kcal_mol": 2.8, "orbital_gap_ha": 0.25330}

***

(4)
{"formula": "C5H17F3NO4PSSi2", "method": "wB97M-V/def2-TZVPD", "symbols": ["C", "O", "C", "Si", "O", "Si", "P", "N", "O", "C", "F", "F", "F", "H", "H", "H", "H", "H", "H", "H", "H", "H", "H", "H", "C", "S", "O", "C", "H", "H", "H", "H", "H", "H"], "coordinates": [[-3.5280, 0.0055, -0.8679], [-2.0504, -0.2322, -0.9800], [-1.6173, -0.3928, 0.4227], [0.3331, -0.2875, 0.6309], [0.6537, 1.3190, 1.2661], [2.1402, 1.3890, 2.1999], [1.5763, 1.2567, 4.3252], [0.7638, 2.7926, 4.8437], [3.0784, 1.0209, 5.2203], [0.8119, -1.7411, 1.8007], [2.2654, -2.1431, 1.7071], [0.0595, -2.9485, 1.2918], [0.3722, -1.5726, 3.2148], [-4.0780, -0.3947, -1.8220], [-3.6689, 1.1782, -0.7442], [-3.9585, -0.5157, 0.0969], [-1.9835, -1.3765, 0.9401], [-2.0825, 0.5362, 1.0108], [0.9316, -0.5676, -0.6694], [3.1738, 0.4518, 1.7818], [2.7002, 2.7495, 1.9946], [0.0065, 2.9523, 4.1330], [0.2479, 2.5261, 5.7344], [2.7452, 0.7423, 6.1452], [-0.5898, 0.2247, -3.6260], [0.4650, -1.2434, -3.5560], [1.8480, -0.7882, -3.1949], [0.4470, -1.5695, -5.3356], [-0.6903, 0.6287, -2.6157], [-0.1378, 0.9792, -4.2741], [-1.5768, -0.0523, -4.0037], [0.8350, -0.7039, -5.8779], [-0.5739, -1.7868, -5.6566], [1.0811, -2.4363, -5.5364]], "forces_ev_per_a": [[-0.1820, 0.6100, -0.0346], [-1.8944, -0.5946, 2.3381], [-0.1817, 0.9268, 1.1002], [-1.9963, 2.2943, -0.1442], [1.7713, -3.1400, 0.5531], [-0.6143, 2.4618, -1.1057], [-0.5083, -1.4022, 2.7557], [-0.2591, -1.0126, -0.0324], [-2.4586, 0.6240, 0.7665], [0.4935, -3.6465, 1.7935], [-4.5237, 1.1764, 0.8398], [2.2360, 3.3333, 1.5798], [1.7541, -0.8597, -4.2850], [1.2344, 0.8406, 1.8104], [0.0774, -2.4429, -0.3281], [0.8291, 0.9043, -2.0625], [0.3201, 1.6772, -1.1940], [1.0607, -1.9876, -0.8669], [0.4667, 0.0259, 0.0453], [-0.1252, -0.5885, 0.0036], [-0.1196, -0.0955, -0.3448], [0.9216, -0.0415, 0.7677], [0.7604, 0.3872, -1.5784], [0.9020, 0.4982, -2.2537], [0.1384, 0.2380, -0.0311], [0.2631, 0.2363, 0.0104], [-0.6146, -0.0918, -0.2267], [0.1092, 0.0100, -0.1049], [0.0239, -0.2260, -0.2054], [0.0787, -0.1494, -0.0245], [0.0770, -0.0542, 0.0893], [-0.0083, -0.0296, 0.1296], [0.0424, 0.0043, 0.0949], [-0.0741, 0.1142, 0.1451]], "orbital_gap_ha": 0.29377}

***

(5)
{"formula": "C5H17N2O", "method": "wB97M-V/def2-TZVPD", "symbols": ["N", "C", "C", "C", "C", "C", "N", "H", "H", "H", "H", "H", "H", "H", "H", "H", "H", "H", "H", "H", "H", "H", "H", "H", "O"], "coordinates": [[-1.1927, 0.1588, 0.9944], [0.0908, 0.3458, 0.2488], [0.9810, -0.9320, 0.4517], [1.9893, -1.2584, -0.6289], [1.6646, -0.8310, 1.8031], [-0.3512, 0.5088, -1.2142], [-1.1513, -0.5693, -1.6916], [-1.7532, 0.9963, 0.7709], [-1.1520, 0.0420, 2.0111], [-1.7097, -0.6505, 0.6348], [0.7333, 1.1426, 0.6018], [0.2187, -1.7213, 0.4642], [2.8143, -1.8450, -0.2309], [2.3791, -0.3601, -1.1100], [1.5648, -1.8503, -1.4072], [1.0135, -0.8703, 2.6826], [2.2514, 0.0845, 1.7973], [2.3246, -1.6753, 2.0082], [0.6027, 0.6803, -1.6801], [-0.9555, 1.4121, -1.2439], [-1.6925, -0.3088, -2.4983], [-0.6374, -1.4248, -1.8537], [-3.4247, 2.6755, -0.4509], [-2.1395, 3.5450, -0.0512], [-2.4683, 2.7054, -0.4081]], "forces_ev_per_a": [[-0.3802, 0.8059, 0.8040], [0.8766, -2.3192, -1.1456], [-1.4449, -0.2106, 0.7357], [0.2690, 0.6793, -0.1360], [0.1054, -0.4229, 0.4906], [0.6362, 1.0913, 1.0858], [-0.2865, -0.6871, 0.5338], [-0.2467, -0.0624, 0.1645], [0.3878, 0.1781, -0.1546], [0.2365, 0.0671, -0.5062], [-0.7572, 0.7909, 0.1930], [0.3400, -0.4141, 0.1270], [0.0359, 0.1518, 0.0925], [0.2875, -0.0188, 0.1458], [-0.4328, -0.4220, -0.6847], [-0.2845, 0.4724, -0.1903], [0.2059, 0.0503, 0.3570], [0.1610, 0.0725, -0.3693], [0.2455, 0.1696, -0.9849], [0.1956, 0.1087, -0.3914], [-0.0105, -0.1310, -0.1680], [-0.0399, 0.0828, -0.2717], [-0.2090, 0.5708, 0.1047], [-0.6977, -0.1423, -0.2022], [0.8071, -0.4613, 0.3704]], "total_charge": 1, "e_above_lowest_kcal_mol": 11.5, "orbital_gap_ha": 0.38562}

***

(6)
{"formula": "C5H17N2O", "method": "wB97M-V/def2-TZVPD", "symbols": ["C", "N", "C", "C", "C", "N", "C", "H", "H", "H", "H", "H", "H", "H", "H", "H", "H", "H", "H", "H", "H", "H", "H", "H", "O"], "coordinates": [[0.4237, -0.7024, -0.9798], [1.0298, 0.4469, -0.3675], [0.9755, 1.7513, -1.0723], [2.2769, 2.0946, -1.7282], [-0.9236, -1.0382, -0.1629], [-0.7373, -0.5097, 1.2128], [0.0018, -1.5142, 2.0450], [0.2204, -0.5983, -2.0418], [1.0534, -1.5654, -0.7037], [1.9623, 0.4181, 0.0253], [0.1603, 1.8466, -1.7845], [0.7946, 2.5220, -0.3079], [2.4127, 3.1563, -2.0327], [2.6057, 1.6554, -2.6804], [3.1991, 1.9073, -1.1455], [-1.1108, -2.1067, -0.0692], [-1.6529, -0.4716, -0.7395], [-1.6986, -0.3561, 1.6057], [-0.1918, 0.3813, 0.9862], [0.9726, -1.2438, 2.4047], [-0.0008, -2.4640, 1.5038], [-0.6070, -1.7458, 2.9057], [-4.3054, -0.5549, 1.5908], [-3.4118, -0.4902, 0.3156], [-3.4488, -0.8182, 1.2201]], "forces_ev_per_a": [[0.4023, -1.5246, 2.3877], [-0.4951, 1.9064, -0.4391], [0.2646, 0.4833, 0.5598], [2.5755, 1.1594, -1.4145], [1.1762, 0.7029, -1.3138], [-0.6987, 0.1263, -0.2998], [-1.1236, -0.7650, 0.1256], [0.1204, -0.1795, 0.0067], [0.0815, 0.2248, -0.9837], [-0.0857, -0.9565, -0.2467], [-0.2335, -0.4660, 0.0073], [-0.0698, -0.1404, -0.1938], [-0.6842, -0.3034, 0.6646], [-1.0080, -0.7623, 0.0613], [-0.7016, 0.0140, 0.5234], [-0.3283, 0.2436, -0.5234], [-0.6428, -0.1992, 0.6226], [0.8022, 0.0259, -0.2176], [0.1096, -0.7005, 0.5520], [0.5217, 0.5185, -0.3008], [0.5086, 0.2815, -0.0464], [-0.1754, 0.2522, 0.4006], [0.2530, -0.0675, -0.2022], [-0.4940, -0.0312, 0.0169], [-0.0749, 0.1573, 0.2535]], "total_charge": 1, "e_above_lowest_kcal_mol": 35.4, "orbital_gap_ha": 0.38451}